DFT (ωB97M-V/def2-TZVPD) results for a molecular structure, C30H59BCaF2K2N3O23P4.

```
125
Properties=species:S:1:pos:R:3:forces:R:3:mulliken_charge:R:1
Ca 3.282401 5.331751 -2.017773 0.7 0.3 -0.2 1.370
K -5.896010 -2.008691 -4.908810 -6.4 -5.8 -1.2 1.083
K -0.345927 -3.015378 -3.452988 -2.9 -1.9 -2.7 0.959
P -3.220372 1.012443 -4.496097 0.2 0.7 0.1 0.505
P -4.691441 2.635710 -3.914747 -0.5 1.4 -1.3 0.460
P 1.164653 -5.324316 2.270663 2.6 -3.7 6.1 1.164
P -1.633277 -0.390803 -5.219810 1.7 -1.2 0.6 0.321
F -3.190822 -3.290739 6.764408 0.2 0.0 -0.3 -0.350
F -1.266636 -4.514582 6.529015 -0.2 0.3 -0.2 -0.369
O -0.067139 -2.010066 -0.359048 -0.6 0.8 -1.2 -0.582
O 2.315053 -4.077036 2.180218 -2.5 0.0 -2.2 -0.288
O -0.494185 -0.762025 4.497203 -0.2 -0.1 -0.4 -0.652
O 1.046413 10.538057 -0.335171 -0.2 0.3 -0.2 -0.780
O 2.869588 -0.528026 6.763288 0.1 0.1 0.1 -0.558
O -0.232974 9.685862 -2.517787 0.1 0.1 0.1 -0.629
O 2.622136 6.156860 0.685419 0.3 0.0 -0.7 -0.648
O 2.306537 -6.440823 1.900958 -0.6 -0.2 -0.5 -0.336
O 1.370211 5.299231 -1.619398 -0.4 -2.1 -0.3 -1.010
O 2.504914 -7.650492 -5.692262 0.0 0.0 0.0 -0.438
O -0.085152 -6.364190 1.875288 0.0 2.6 -1.9 -0.419
O 2.974310 -5.587892 -6.320234 0.1 -0.2 0.0 -0.374
O -1.885389 -2.598998 2.677590 0.1 0.2 0.0 -0.637
O -2.337699 -3.681432 4.584489 0.2 0.6 -0.2 -0.459
O -1.210122 -2.194223 6.055790 -0.2 -0.2 -0.7 -0.468
O 3.607116 -1.649556 4.946779 0.1 0.1 0.0 -0.326
O 1.116697 -2.268076 -2.288418 1.8 1.6 3.5 -1.152
O 1.145868 -5.933134 -5.395247 -0.2 -0.1 0.1 -0.415
O -2.292008 -1.930479 -5.688886 -0.3 0.4 -0.1 -0.625
O 2.412365 0.872716 1.179621 -0.5 -0.3 -0.9 -0.882
O 0.924471 -5.243174 3.745743 -0.3 0.8 -1.0 -0.654
O 1.214340 7.800160 3.763150 0.0 0.1 -0.1 -0.664
O 4.979128 -0.322218 5.959116 0.1 0.1 -0.1 -0.395
N -5.022444 3.567067 -5.175741 0.0 -0.4 0.2 -0.891
N -0.909589 0.194987 -6.717789 -0.5 -0.6 0.5 -0.736
N -1.345660 2.818761 0.942588 0.2 -0.4 0.0 -0.780
C 1.733589 -0.414613 -1.062728 -1.7 -0.6 -0.1 0.592
C 0.080468 -7.757366 2.076342 0.3 -0.5 -0.3 -0.630
C 1.269989 6.558837 -1.312554 0.4 2.8 0.9 0.910
C -1.814110 2.332242 -4.520582 0.2 0.0 0.0 -1.995
C -2.538877 -2.413161 -0.588017 1.0 0.4 0.0 -0.644
C -0.504739 1.910421 0.122178 0.3 -0.5 -0.4 -0.295
C 1.848967 8.385714 0.223559 -0.1 0.2 0.1 -0.777
C 2.224434 -6.457570 -5.796312 -0.1 0.4 0.0 0.806
C 3.438172 -6.552160 2.754893 0.4 0.3 -0.1 -0.687
C -1.805519 -2.709174 3.882965 -0.7 -1.1 -0.7 0.457
C -0.760331 2.025012 -3.420780 -0.9 1.4 -0.1 0.817
C 2.729930 -0.110824 -1.926074 0.3 -0.3 -0.2 -1.213
C 5.283967 0.584701 7.018898 0.1 0.2 0.3 -0.158
C -3.964652 -1.805501 -0.479148 0.4 -0.2 -0.8 -1.455
C -4.438914 -0.900786 -1.683000 0.5 -0.1 0.8 -0.529
C 5.501409 -0.143729 8.330237 -0.1 -0.2 0.1 -1.108
C -4.506720 -0.412354 -4.289698 0.9 0.7 0.9 -1.841
C 2.343078 -3.376709 0.926871 0.4 0.0 -0.3 -0.446
C -1.087069 -1.760512 4.818979 0.7 1.0 1.0 0.767
C -4.084962 -1.442749 -3.084780 -1.8 0.1 -1.1 0.230
C 3.722868 -0.805256 5.964698 -0.1 -0.3 -0.2 0.692
C 1.924008 7.062279 -0.110353 -0.5 -0.4 -1.2 0.556
C 0.531563 7.487984 -2.113225 0.4 -0.8 0.1 -1.256
C 0.886189 -1.592114 -1.251960 3.5 -0.2 0.0 1.257
C 0.083453 2.612536 -1.127722 -1.3 1.5 1.0 1.065
C -1.080868 2.850547 -2.140759 1.1 -1.4 -0.2 -0.444
C 1.126536 9.320907 -0.593346 0.2 -0.2 0.5 0.826
C 0.459854 8.797701 -1.775495 -0.1 0.2 0.0 0.135
C 2.338568 -2.328859 4.876680 -0.5 -0.1 0.1 0.060
C -1.377179 -1.351886 -0.529869 -0.9 -0.7 0.8 1.129
B -2.011497 -3.448692 6.023694 -0.2 -0.8 1.3 0.680
H 0.073617 0.304370 -6.481258 -0.1 0.1 -0.2 0.318
H -2.840985 0.772521 -3.101833 0.1 -0.3 -0.2 -1.037
H 5.818887 0.552597 9.108599 0.0 0.0 0.0 0.350
H 2.327999 8.777254 1.111650 0.1 -0.1 0.0 0.662
H -2.405812 -3.037518 -1.489957 -0.3 0.1 0.1 0.193
H 2.249262 -3.028862 5.707038 -0.1 0.1 0.0 0.406
H -4.689176 -0.969354 -5.276947 4.0 4.0 1.2 0.588
H 6.262411 -0.918344 8.215197 0.1 0.1 0.0 0.286
H -1.960121 2.352318 -1.689771 -0.1 0.6 -0.3 -0.346
H -4.534120 3.240949 -6.007675 0.0 0.0 0.1 0.291
H 1.508626 -1.624322 4.876638 0.2 0.1 0.2 0.187
H 4.281348 -6.017318 2.315368 0.0 0.0 0.1 0.212
H 1.611237 0.269887 -0.162718 -0.2 1.1 0.2 -0.174
H -5.548433 -0.029695 -3.978263 1.5 0.1 -0.4 0.805
H 3.118961 -2.612904 0.954774 0.0 -0.1 0.2 0.448
H -4.171423 3.492739 -2.895868 -0.3 -0.6 0.3 0.030
H 2.385187 0.012335 1.610656 0.2 0.0 0.4 0.182
H 0.320445 1.446425 0.711369 -0.7 0.5 0.0 0.830
H 2.560688 -4.082307 0.115319 0.1 0.1 0.0 0.388
H -2.272187 2.845377 0.518463 0.2 0.3 0.0 0.297
H 4.505514 1.344151 7.105924 -0.1 -0.1 0.0 0.309
H 2.526806 5.288600 0.254690 -0.8 -0.1 1.0 0.294
H 0.419951 3.625702 -0.801500 0.0 -1.1 -0.1 -0.304
H 6.203120 1.094286 6.728108 0.0 -0.1 -0.2 0.287
H 0.742873 -8.186765 1.325048 0.0 0.0 0.1 0.256
H -4.659445 -2.656616 -0.381019 0.2 0.3 0.1 0.332
H -1.344830 -0.684269 -1.407148 0.0 -0.2 0.2 -0.850
H 3.241602 -6.154887 3.751807 -0.1 0.1 -0.1 0.325
H -0.900884 -8.219800 1.967374 -0.1 0.3 0.0 0.226
H -1.512131 2.324342 1.818838 0.2 0.3 0.0 0.295
H -1.382166 2.470843 -5.526152 -0.1 -0.3 0.3 0.303
H -3.984551 -1.214631 0.448180 -0.2 -0.2 -0.2 0.500
H 2.735003 0.850977 -2.456499 0.6 0.3 1.1 0.089
H -0.942606 -0.576678 -7.383893 -0.1 0.2 -0.1 0.305
H 3.588400 -0.765097 -2.123280 -0.8 -0.3 -0.8 0.303
H -5.930365 2.130696 -3.412398 0.3 0.1 0.6 0.006
H -4.021501 0.103935 -1.506424 0.0 -0.3 -0.4 0.078
H 3.698272 -7.607364 2.843505 -0.1 0.0 -0.1 0.245
H 0.461043 -7.957050 3.079313 0.0 0.1 0.0 0.277
H -2.377329 -3.089593 0.268562 -0.1 0.3 -0.2 0.448
H -2.251125 3.316434 -4.271215 0.0 -0.4 -0.2 0.866
H 0.234403 2.295705 -3.818865 -0.1 -0.3 0.4 0.416
H -1.881832 -2.567752 -5.095409 -0.3 0.1 -0.7 0.227
H -3.055670 -1.799136 -3.182249 -0.2 0.4 0.1 -0.754
H 1.382733 -2.908352 0.759780 0.1 0.1 0.0 -0.034
H 0.035292 7.096824 -2.993307 -0.1 0.1 0.0 0.442
H 0.915513 2.060921 -1.588874 -0.3 0.0 0.2 -0.480
H -0.119053 10.539445 -2.057179 0.1 0.0 0.1 0.334
H -1.550044 -0.778024 0.393523 0.2 0.0 -0.4 0.575
H 4.588519 -0.636799 8.662874 0.0 0.1 0.0 0.314
H 1.384560 7.250420 2.989573 0.0 -0.1 0.1 0.317
H -4.741279 -2.376249 -3.227186 1.5 0.7 1.0 0.941
H -5.534037 -0.781973 -1.581346 0.4 0.0 -0.2 0.517
H -0.792272 0.976427 -3.090512 0.4 0.2 -0.3 -0.541
H -1.191554 1.117713 -0.240751 0.7 0.1 0.0 -0.277
H 0.673686 8.521426 3.424089 0.0 0.0 0.0 0.326
H 2.294897 -2.885537 3.951877 0.4 0.0 0.0 -0.303
H -1.289007 3.908372 -2.348771 0.1 -0.3 0.0 0.480
H -3.579582 1.259888 -5.878530 -0.5 0.1 0.0 0.149
```
Forces are in eV/Å.

Values from the calculation:
- HOMO level: -4.643 eV
- Total charge: -1
- HOMO-LUMO gap: 1.01 eV
- 2S+1: 1

=====

DFT (ωB97M-V/def2-TZVPD) results for a molecular structure, C27H30IN4O3RuS2.

```
68
Properties=species:S:1:pos:R:3:forces:R:3:mulliken_charge:R:1
I 0.609948 -6.067800 3.516624 0.0 -0.2 0.1 0.097
Ru 0.059914 -0.292697 0.284391 -1.8 -0.3 -1.1 0.839
S -1.589962 -1.799473 0.422946 -0.1 -0.4 -0.7 -0.342
S -4.601030 -1.521533 0.257949 0.1 0.1 0.0 -0.164
O 3.145691 -0.018722 0.982527 0.0 0.2 0.2 -0.708
O 0.602950 0.926058 -1.127856 0.8 1.0 0.1 -1.034
O 1.145630 0.695882 1.800512 0.2 -0.5 -1.0 -0.705
N 1.507552 -1.403904 -0.908532 0.4 -0.2 0.7 0.455
N -1.609990 0.946077 0.083658 -0.8 1.0 1.6 0.359
N -2.940087 0.503266 0.124145 0.7 -0.4 -0.1 -0.997
N 1.161090 -2.224491 -2.035762 0.0 0.1 -0.1 -0.968
C -5.666637 -0.518322 3.495581 0.0 0.0 0.0 -0.507
C 1.168361 -3.684382 -1.816514 0.1 0.2 0.0 1.889
C -4.385578 0.996799 4.855741 0.0 0.0 0.0 -0.540
C -3.272240 -0.609811 3.455075 0.0 0.0 0.0 0.449
C 0.643966 -1.790021 2.913768 0.0 -0.1 0.2 -0.855
C -4.549976 -2.175972 1.963420 0.0 0.0 0.0 -1.129
C -5.613050 0.516428 4.416835 0.0 0.0 0.0 -0.598
C 2.609049 -4.111195 -1.524332 0.1 0.0 -0.1 -1.704
C -2.995362 -0.766998 0.238737 -0.4 0.2 0.4 0.383
C 2.104898 -0.186357 1.603218 0.3 -0.1 0.1 0.289
C -3.214570 0.428727 4.374687 0.0 0.0 0.0 -0.573
C 0.310737 -3.077527 3.331990 0.0 0.2 -0.1 -0.434
C -0.178128 2.839873 0.093052 -0.1 0.1 0.3 0.117
C 0.781058 2.189423 -0.704719 -0.3 -0.4 -0.3 0.688
C 2.627672 -2.638665 1.855303 0.0 0.1 0.1 -1.039
C 1.929480 2.881016 -1.094553 0.1 -0.1 -0.1 -0.629
C 1.772529 -1.569862 2.135448 0.4 0.0 0.4 1.060
C 2.316282 -3.915327 2.272851 -0.1 -0.1 0.1 -0.395
C 1.238657 4.800789 0.197810 0.1 -0.1 -0.1 -0.837
C 0.250356 -4.170595 -0.698870 0.0 -0.1 0.0 -1.082
C -2.591069 3.058602 0.871208 0.0 0.0 -0.1 -1.634
C -4.498302 -1.090041 3.002105 0.0 0.0 -0.1 0.387
C -1.461269 2.220273 0.359203 0.0 -0.1 -0.5 1.439
C 2.155542 4.160704 -0.644953 0.0 0.1 0.0 -0.452
C 0.085940 4.143285 0.550556 0.0 -0.1 0.0 -0.581
C 0.720842 -4.272576 -3.149020 0.0 0.0 -0.1 -1.930
C 1.134189 -4.131502 2.985843 0.2 0.1 -0.1 -0.255
H 0.266677 -1.885817 -2.371568 -0.1 -0.2 0.1 0.203
H 0.449455 -3.643736 0.234947 0.0 0.0 0.0 -0.320
H -5.463833 -2.765094 2.037620 0.0 0.0 0.1 0.510
H 3.066121 4.670853 -0.933557 0.0 0.0 0.0 0.392
H 2.723344 -5.180392 -1.710173 0.0 0.0 0.0 0.463
H -2.401244 3.261480 1.928938 0.0 0.0 0.0 0.415
H 2.975240 -4.744187 2.050710 0.0 0.0 0.0 0.365
H 0.703740 -5.361467 -3.088095 0.0 0.0 0.0 0.410
H -0.623580 4.627513 1.208446 0.0 0.0 -0.1 0.406
H -6.626983 -0.884587 3.149592 0.0 0.0 0.0 0.395
H -4.343698 1.803124 5.576835 0.0 0.0 0.0 0.408
H -3.696746 -2.848381 2.049342 0.0 0.0 0.0 0.348
H 3.546458 -2.433226 1.318040 0.0 0.0 0.0 0.735
H -2.640925 4.011528 0.347440 0.0 0.0 0.0 0.455
H -6.531043 0.945611 4.797760 0.0 0.0 0.0 0.379
H -2.252665 0.786657 4.721475 0.0 0.0 0.0 0.486
H -0.581801 -3.246874 3.919511 0.0 0.0 0.0 0.481
H 0.417429 -5.235564 -0.517365 0.0 0.0 0.0 0.552
H 2.642795 2.367420 -1.725717 0.0 0.0 0.0 0.436
H -0.287541 -3.934696 -3.402629 0.0 0.0 0.0 0.412
H -2.355849 -1.056966 3.085704 0.0 0.0 0.0 0.055
H 1.856397 -0.530028 -1.297327 0.3 -0.1 -0.1 0.483
H 2.884968 -3.939445 -0.483353 0.0 0.0 0.0 0.206
H 0.039607 -0.942787 3.207316 0.0 0.0 0.0 0.751
H -3.534983 2.535263 0.785699 0.0 0.0 0.0 0.409
H 1.438045 5.797060 0.567510 0.0 0.0 0.0 0.407
H -0.797759 -4.024334 -0.955935 0.0 0.0 0.0 0.318
H 1.397611 -3.974152 -3.951036 0.0 0.0 0.0 0.422
H 3.305323 -3.572358 -2.169375 0.0 0.0 0.0 0.396
H 2.298063 -1.827146 -0.429627 0.1 -0.1 -0.1 0.265
```
Forces are in eV/Å.

Values from the calculation:
- HOMO level (alpha / beta): -8.075 / -8.160 eV
- Total charge: 0
- HOMO-LUMO gap (alpha / beta): 6.99 / 7.35 eV
- Expectation value of S²: 0.7624
- 2S+1: 2

=====

| no. | calculated total energy (Eh) |
| --- | --- |
| 1 | -6540.4140 |
| 2 | -2680.5285 |